(1)
The following is a quantum chemistry calculation of a structure of composition C6H9GaO4 at a distorted geometry, from OMol25.

Structure (XYZ):
```
20
Properties=species:S:1:pos:R:3:forces:R:3:lowdin_charge:R:1
O -0.812 1.498 0.453 0.6 -1.1 -0.5 -0.08
Ga -1.585 0.359 -0.791 -1.1 1.3 -0.6 1.17
O -2.754 1.869 -0.400 -0.2 -3.0 -2.3 0.12
C -1.873 2.410 0.347 -0.5 5.2 3.8 -0.63
O -1.873 3.442 0.975 0.2 -2.6 -1.8 0.26
C 0.304 1.757 1.316 1.7 0.5 1.3 -0.14
C 1.258 0.593 1.204 -0.2 -0.2 0.0 -0.04
H 0.771 2.698 0.997 -0.3 -0.2 0.0 0.16
H -0.077 1.877 2.338 -0.1 0.0 -0.4 0.17
H 1.609 0.465 0.170 0.1 0.1 0.2 0.09
H 2.126 0.774 1.849 -0.2 -0.1 -0.2 0.12
H 0.778 -0.335 1.543 0.1 0.1 0.1 0.09
C -0.259 -2.249 -1.129 -0.9 -0.5 2.0 -0.08
C -0.376 -0.977 -1.679 -0.5 -1.2 0.0 0.02
H -1.080 -2.751 -0.605 0.1 0.4 0.4 0.17
H -0.884 -2.094 -2.247 0.0 0.6 -0.7 0.25
H 0.439 -0.722 -2.373 -0.1 0.6 0.4 0.14
O 1.315 -3.078 0.367 -1.4 0.1 -1.7 0.20
C 1.086 -2.851 -0.795 2.7 0.5 0.3 -0.16
H 1.889 -2.684 -1.542 -0.2 -0.7 0.0 0.17
```
Positions in Å, forces in eV/Å.

Summary:
E_HOMO	-19.0832	eV
energy above the lowest of the compared OMol25 structures with the same formula, charge and spin	4.0	kcal/mol
LUMO energy	-11.19	eV
total charge	+2
2S+1	1

=====

(2)
The following is a quantum chemistry calculation of a structure of composition C6H9GdO4 at a distorted geometry, from OMol25.

Structure (XYZ):
```
20
Properties=species:S:1:pos:R:3:forces:R:3:lowdin_spin:R:1
O 0.567 1.593 -0.868 -0.9 0.3 -2.5 0.14
Gd 0.015 -0.755 -0.683 -0.1 -2.7 2.6 5.78
O -0.155 0.346 -2.470 -0.3 3.2 -2.7 0.13
C 0.151 1.555 -2.208 0.6 -5.4 4.3 0.09
O 0.188 2.544 -2.900 -0.1 2.6 -2.0 0.78
C 1.088 2.798 -0.288 0.7 2.0 0.8 0.01
C 1.503 2.494 1.130 -0.1 -0.3 0.0 0.01
H 1.939 3.128 -0.896 -0.2 -0.1 0.1 0.00
H 0.301 3.562 -0.328 0.2 -0.2 0.0 0.00
H 2.257 1.694 1.155 -0.1 0.3 0.1 0.00
H 1.942 3.394 1.577 -0.1 -0.2 -0.1 0.00
H 0.634 2.202 1.737 0.2 0.1 -0.1 0.00
C -0.098 -2.478 2.707 0.0 3.1 0.3 0.01
C 0.229 -2.835 1.408 -2.9 -1.5 1.5 0.04
H -1.065 -2.044 2.986 0.0 0.3 -0.4 0.00
H -0.831 -3.355 1.948 0.8 -0.8 -2.1 0.00
H 0.995 -3.621 1.345 0.6 0.8 0.0 0.00
O 1.137 -0.715 3.587 -1.4 -1.0 0.4 0.00
C 0.988 -1.919 3.590 3.2 -0.2 -1.3 0.00
H 1.899 -2.553 3.625 -0.3 -0.2 1.1 0.00
```
Positions in Å, forces in eV/Å.

Summary:
E_HOMO (spin up / spin down)	-16.3715 / -16.5908	eV
energy above the lowest of the compared OMol25 structures with the same formula, charge and spin	178.2	kcal/mol
expectation value of S²	15.780
LUMO energy (spin up / spin down)	-7.92 / -13.53	eV
total charge	+2
2S+1	8

=====

no.,E_tot (eV)
1,-66910.6873
2,-35365.8302